{"formula": "C35H26F3IMnN6P2SSe2", "method": "ωB97M-V/def2-TZVPD", "symbols": ["Mn", "Se", "P", "C", "C", "C", "C", "C", "C", "C", "C", "C", "C", "C", "C", "C", "C", "N", "N", "N", "P", "Se", "C", "C", "C", "C", "C", "C", "C", "C", "C", "C", "C", "C", "H", "H", "H", "H", "H", "H", "H", "H", "H", "H", "H", "H", "H", "H", "H", "H", "H", "H", "H", "H", "F", "C", "F", "F", "C", "C", "C", "C", "N", "C", "S", "H", "H", "H", "I", "C", "C", "N", "N", "C", "H", "H", "H"], "xyz": [[-0.22426, -2.99058, -0.29327], [0.65278, 3.60809, -0.11988], [0.52992, 2.41840, 1.61637], [-1.02108, 2.67900, 2.51728], [-1.85310, 1.64849, 2.94752], [-3.04453, 1.94755, 3.60071], [-3.40011, 3.26684, 3.83481], [-2.56677, 4.29566, 3.41228], [-1.38541, 4.00452, 2.75039], [1.90024, 2.75497, 2.75774], [2.33348, 4.07959, 2.81889], [3.36244, 4.43742, 3.67591], [3.97841, 3.47426, 4.46432], [3.55512, 2.15461, 4.40224], [2.51198, 1.79018, 3.55898], [0.55772, 0.64403, 1.22891], [0.37260, -0.03195, 0.03320], [0.46014, -1.33785, 0.37518], [0.64991, -1.47777, 1.68624], [0.69597, -0.29390, 2.22122], [0.18780, 0.27057, -1.74049], [-0.10874, -1.69023, -2.66606], [1.70041, 0.97098, -2.39153], [1.81348, 1.08504, -3.78029], [2.96989, 1.60967, -4.33440], [4.01670, 2.00007, -3.50769], [3.91199, 1.86456, -2.13000], [2.75190, 1.35379, -1.56501], [-1.24872, 1.26408, -2.12759], [-1.16429, 2.38104, -2.95117], [-2.31833, 3.08087, -3.26621], [-3.54214, 2.67422, -2.75152], [-3.62272, 1.55755, -1.92888], [-2.47696, 0.83837, -1.62800], [-1.58097, 0.61383, 2.79656], [-3.69003, 1.14286, 3.93268], [-4.32778, 3.49588, 4.34636], [-2.84266, 5.32759, 3.59116], [-0.75329, 4.80826, 2.39076], [1.88213, 4.82205, 2.17270], [3.69167, 5.46853, 3.71886], [4.78925, 3.75357, 5.12708], [4.03151, 1.40209, 5.01921], [2.16988, 0.76549, 3.54505], [1.00222, 0.75868, -4.42282], [3.05601, 1.71098, -5.40934], [4.91994, 2.41216, -3.94161], [4.72723, 2.17449, -1.48826], [2.66808, 1.27537, -0.49003], [-0.20361, 2.72458, -3.31219], [-2.25812, 3.95923, -3.89768], [-4.43915, 3.23122, -2.99283], [-4.57832, 1.24212, -1.52759], [-2.54067, -0.04395, -1.00220], [-5.32709, -4.10726, 0.63162], [-5.03643, -4.15694, -0.67382], [-5.10950, -2.91361, -1.15930], [-5.97052, -4.89765, -1.28264], [-3.66399, -4.74615, -0.89229], [-3.50741, -5.98108, -1.48756], [-2.23290, -6.51916, -1.68920], [-1.14912, -5.78465, -1.30365], [-1.30085, -4.58891, -0.70264], [-2.52351, -4.06481, -0.46551], [-2.39810, -2.55142, 0.38550], [-4.38446, -6.52853, -1.80642], [-2.09535, -7.48842, -2.14756], [-0.13542, -6.12831, -1.45660], [5.28505, -5.70391, 0.69381], [3.73214, -4.62236, -0.10809], [3.78701, -3.72729, -1.15925], [2.55055, -3.25302, -1.34395], [1.68693, -3.79754, -0.47934], [2.39594, -4.62893, 0.28663], [4.61683, -3.40605, -1.76946], [2.19229, -2.60041, -2.03555], [1.92889, -5.18078, 1.08922]], "spin_multiplicity": 5, "homo_energy_ha": [-0.369, -0.369], "s2": 6.09, "de_lowest_kcal_mol": 3.2, "orbital_gap_ev": [5.606, 6.343], "charge": 1}

***

{"formula": "C35H28Cl6I2N3O3P2Y", "method": "ωB97M-V/def2-TZVPD", "symbols": ["Y", "I", "C", "C", "C", "I", "C", "C", "C", "C", "N", "C", "C", "O", "H", "H", "H", "H", "Cl", "C", "C", "C", "Cl", "C", "Cl", "C", "Cl", "C", "Cl", "Cl", "C", "C", "C", "C", "C", "C", "P", "C", "C", "C", "C", "C", "C", "C", "C", "C", "C", "C", "C", "H", "H", "H", "H", "H", "H", "H", "H", "H", "H", "H", "H", "H", "H", "N", "C", "P", "O", "O", "C", "N", "H", "H", "H", "H", "H", "H", "H", "H", "H", "H"], "xyz": [[-0.37630, -0.10857, -0.06458], [0.42249, 0.63710, -4.34796], [-1.20426, 1.50155, -3.32379], [-1.82107, 2.69086, -3.72392], [-2.77658, 3.26746, -2.92684], [-3.74550, 4.97184, -3.62947], [-3.08649, 2.72883, -1.65404], [-4.01872, 3.28757, -0.74324], [-4.25501, 2.67941, 0.45366], [-3.50951, 1.54378, 0.81471], [-2.60212, 1.00235, 0.04030], [-2.44801, 1.54068, -1.22473], [-1.59650, 0.85563, -2.15762], [-1.15392, -0.37798, -1.89294], [-1.56041, 3.14130, -4.67170], [-4.55310, 4.18880, -1.01429], [-4.98654, 3.07308, 1.14437], [-3.64936, 1.09293, 1.79119], [0.87065, 4.95145, -3.61918], [0.16980, 4.97129, -2.05028], [0.35887, 3.89730, -1.24454], [-0.10493, 3.76133, 0.10987], [0.38144, 2.36988, 0.92177], [-0.93773, 4.83361, 0.49791], [-1.66456, 4.87974, 2.05633], [-1.17450, 5.94712, -0.32739], [-2.17052, 7.22798, 0.21287], [-0.60275, 6.04100, -1.59223], [-0.82344, 7.40928, -2.58144], [1.41739, -0.27753, 2.33596], [1.16732, -1.82094, 3.16930], [1.62492, -1.91180, 4.46733], [1.40232, -3.08862, 5.17006], [0.72257, -4.13888, 4.57486], [0.27156, -4.02286, 3.26769], [0.49445, -2.85926, 2.53378], [0.03059, -2.73907, 0.77494], [-1.21003, -3.99152, 0.41379], [-0.88389, -5.34165, 0.27961], [-1.86318, -6.25136, -0.08089], [-3.16337, -5.81939, -0.31386], [-3.49166, -4.47747, -0.18905], [-2.51395, -3.56205, 0.16785], [1.55609, -3.22794, -0.08028], [2.57992, -3.94929, 0.52729], [3.69741, -4.31261, -0.21134], [3.80293, -3.94557, -1.54558], [2.78915, -3.21479, -2.15209], [1.66554, -2.85990, -1.42383], [2.14996, -1.08431, 4.92432], [1.75769, -3.17512, 6.18772], [0.54497, -5.05297, 5.12441], [-0.26500, -4.84114, 2.80500], [0.13416, -5.67581, 0.44158], [-1.61181, -7.29706, -0.19521], [-3.92232, -6.53263, -0.60593], [-4.50172, -4.14476, -0.38522], [-2.76741, -2.50934, 0.24824], [2.50937, -4.23560, 1.56902], [4.48329, -4.88980, 0.25711], [4.67084, -4.24292, -2.11910], [2.86930, -2.93284, -3.19401], [0.85624, -2.32168, -1.91310], [-0.78567, 2.02479, 1.79426], [1.42326, 3.04587, 1.98379], [1.72081, 1.92386, -0.46874], [1.16724, 2.73488, -1.75846], [1.84783, 0.42787, -0.77870], [3.48262, 2.46965, -0.53114], [3.96350, 1.94393, -1.87319], [-0.25247, 1.84255, -0.05038], [-1.28533, 1.45878, 2.44604], [0.84817, 1.24244, 1.24565], [1.29423, 3.16659, 3.05125], [2.39208, 3.48165, 1.73134], [4.09886, 2.00911, 0.23697], [3.59975, 3.55054, -0.53399], [4.97143, 2.02891, -2.00520], [3.46349, 2.42954, -2.62804], [3.66513, 0.96099, -1.94464]], "homo_energy_ha": -0.451, "de_lowest_kcal_mol": 0.0, "orbital_gap_ev": 6.743, "charge": 2}

***

{"formula": "C35H29Br3IrN4O6", "method": "ωB97M-V/def2-TZVPD", "symbols": ["Ir", "C", "O", "C", "C", "C", "C", "C", "C", "N", "N", "C", "O", "C", "C", "C", "C", "C", "C", "C", "O", "H", "H", "H", "H", "H", "H", "H", "H", "H", "H", "H", "H", "Br", "C", "C", "C", "Br", "C", "C", "C", "C", "N", "C", "C", "O", "H", "H", "H", "H", "C", "C", "C", "C", "N", "H", "H", "H", "H", "H", "H", "H", "H", "H", "Br", "C", "C", "C", "C", "C", "C", "C", "O", "O", "H", "H", "H", "H"], "xyz": [[0.41051, -0.93310, 0.10993], [3.02981, -2.38655, -2.91369], [4.19710, -1.63697, -2.55187], [3.99204, -0.36934, -2.07395], [4.81433, 0.62749, -2.53906], [4.67288, 1.95003, -2.09557], [3.67127, 2.24063, -1.19909], [2.81021, 1.24473, -0.70525], [1.79525, 1.67090, 0.22507], [0.82382, 1.02890, 0.77912], [0.10849, 1.96486, 1.56536], [-0.79437, 1.62584, 2.46246], [-1.24651, 0.52604, 2.82938], [-1.36339, 2.86626, 3.14583], [-2.41735, 2.68771, 4.03656], [-2.99047, 3.77091, 4.69048], [-2.51108, 5.05414, 4.46615], [-1.45683, 5.24137, 3.58019], [-0.88986, 4.15743, 2.92453], [2.98399, -0.09705, -1.09542], [2.29936, -1.07543, -0.63099], [3.36512, -3.10889, -3.65874], [2.27361, -1.73375, -3.35747], [2.58945, -2.88887, -2.05712], [5.56801, 0.35833, -3.27079], [5.32824, 2.72651, -2.47009], [3.52254, 3.25869, -0.85389], [1.84129, 2.72178, 0.49956], [-2.76374, 1.67445, 4.19645], [-3.81411, 3.61306, 5.37803], [-2.95267, 5.90192, 4.97787], [-1.07533, 6.23982, 3.39714], [-0.07450, 4.28691, 2.22639], [-0.65338, -5.73865, -1.34582], [-1.79034, -4.36484, -0.70959], [-3.15227, -4.63252, -0.54761], [-4.01590, -3.65021, -0.15206], [-5.87428, -4.06041, -0.01218], [-3.55397, -2.33815, 0.11667], [-4.36745, -1.21873, 0.40847], [-3.79011, 0.00953, 0.53043], [-2.39333, 0.14309, 0.46870], [-1.61103, -0.89047, 0.29224], [-2.17033, -2.11486, 0.03221], [-1.24181, -3.10729, -0.45859], [-0.01920, -2.79255, -0.66907], [-3.52155, -5.62562, -0.76423], [-5.43891, -1.34369, 0.48673], [-4.38549, 0.89509, 0.70710], [-1.91203, 1.10453, 0.55464], [1.61024, -0.61581, 3.50687], [1.11067, -1.96728, 2.98353], [-0.29508, -2.29914, 3.50599], [2.07771, -3.05397, 3.49859], [1.12573, -2.08255, 1.54817], [1.81197, -0.68211, 4.58239], [0.88102, 0.16880, 3.34234], [2.54250, -0.34896, 3.00083], [-0.32714, -2.22111, 4.59896], [-0.55315, -3.32399, 3.22370], [-1.02215, -1.60779, 3.09089], [2.07500, -3.10383, 4.59419], [3.09365, -2.83829, 3.15868], [1.78583, -4.02398, 3.09299], [-2.01800, 1.31564, -7.71646], [-0.82188, 1.30094, -6.22355], [0.37973, 1.98100, -6.33147], [1.24437, 1.96912, -5.24485], [0.90139, 1.29956, -4.07814], [-0.30806, 0.61874, -3.99393], [-1.17702, 0.61341, -5.07916], [-0.68859, -0.14527, -2.72725], [-1.63713, -0.92552, -2.77442], [0.06745, 0.14026, -1.74454], [0.63177, 2.50546, -7.24337], [2.19351, 2.48759, -5.30879], [1.56314, 1.29506, -3.22049], [-2.10321, 0.06100, -4.99725]], "spin_multiplicity": 2, "homo_energy_ha": [-0.065, -0.069], "s2": 0.76, "de_lowest_kcal_mol": 18.7, "orbital_gap_ev": [5.542, 5.657], "charge": -2}

***

- Which of these has the lowest charge?
  C35H29Br3IrN4O6

***

- Which value of charge does entry 2 give?
  +2

***

- The lowest charge belongs to which entry?
  C35H29Br3IrN4O6

***

- Look up the charge of the third one.
  -2